{"formula": "C5H16N2O", "method": "ωB97M-V/def2-TZVPD", "symbols": ["N", "C", "C", "C", "C", "C", "N", "H", "H", "H", "H", "H", "H", "H", "H", "H", "H", "H", "H", "H", "H", "H", "H", "O"], "positions_angstrom": [[1.35534, -0.88367, 0.05277], [0.26001, -0.06500, -0.13780], [-1.09109, -0.78689, 0.18181], [-1.41929, -0.66263, 1.67228], [-2.34002, -0.43740, -0.65450], [0.31551, 1.33536, 0.42558], [1.41010, 2.14839, -0.12166], [1.51164, -0.91666, 1.04974], [0.17426, -0.18395, -2.24066], [0.09074, 0.03926, -1.37901], [-0.77156, -1.80812, -0.09797], [-2.06056, -1.48244, 2.04173], [-1.89109, 0.31616, 1.90287], [-0.53931, -0.75546, 2.33062], [-3.26304, -0.89534, -0.23565], [-2.16555, -0.90061, -1.67960], [-2.60702, 0.63602, -0.68379], [0.37421, 1.19124, 1.53085], [-0.67117, 1.88409, 0.42089], [2.23641, 1.54089, -0.09654], [1.55970, 2.91834, 0.51962], [2.60338, -0.64892, -1.01942], [3.49948, -1.13662, -2.22272], [3.42892, -0.44603, -1.55941]], "forces_ev_per_a": [[-2.565, 0.585, -0.835], [1.091, -1.475, 4.733], [-0.561, -0.680, -1.483], [0.459, 0.077, 0.953], [-0.011, -0.580, -0.708], [-0.786, 1.324, 0.661], [-0.407, -0.819, 0.378], [1.152, 0.739, 0.210], [-0.103, 0.605, 1.815], [-0.188, -0.139, -3.954], [-0.576, 0.177, 0.546], [-0.092, 0.425, -0.602], [0.134, -0.617, -0.159], [-0.058, 0.158, -0.400], [0.749, -0.104, -0.187], [-0.555, 0.997, 0.981], [0.560, -0.352, -0.276], [0.485, -0.352, -0.434], [0.808, -0.416, -0.855], [-0.094, 0.433, -0.109], [0.237, 0.051, -0.170], [0.780, -0.110, -0.226], [-0.035, -0.043, 0.040], [-0.423, 0.115, 0.083]], "lowdin_charge": [0.00, -0.47, -0.39, -0.08, -0.09, -0.26, 0.02, 0.06, 0.27, 0.08, 0.13, 0.09, 0.09, 0.08, 0.08, 0.09, 0.08, 0.12, 0.13, 0.06, 0.07, -0.05, 0.01, -0.13], "gap_ev": 6.52, "e_above_lowest_kj_mol": 543.2, "charge": 0, "e_homo_ev": -8.14}

=====

{"formula": "C30H26BN8PZr", "method": "ωB97M-V/def2-TZVPD", "symbols": ["Zr", "C", "C", "N", "N", "C", "B", "N", "C", "C", "C", "N", "N", "C", "C", "C", "N", "N", "C", "C", "C", "N", "H", "H", "H", "H", "H", "H", "H", "H", "H", "H", "H", "H", "C", "C", "C", "C", "C", "C", "P", "C", "C", "C", "C", "C", "C", "C", "C", "C", "C", "C", "C", "H", "H", "H", "H", "H", "H", "H", "H", "H", "H", "H", "H", "H", "H"], "positions_angstrom": [[-0.34349, 0.04647, 1.04619], [-3.11446, -0.94499, -1.98392], [-3.03778, -1.17260, -0.60610], [-2.35145, -0.21215, -0.00252], [-1.95689, 0.68432, -0.99207], [-2.42620, 0.22141, -2.18468], [-1.70487, 2.19946, -0.68186], [-2.09971, 2.50780, 0.77601], [-2.98869, 3.36889, 1.31182], [-2.94058, 3.27002, 2.68427], [-1.98554, 2.29160, 2.93538], [-1.48049, 1.83679, 1.78505], [-0.21070, 2.49464, -0.90784], [0.55121, 3.37402, -1.58853], [1.85625, 3.25820, -1.16118], [1.82978, 2.25360, -0.19837], [0.58477, 1.79854, -0.05058], [-2.60724, 3.12657, -1.57179], [-2.50519, 4.39566, -1.84982], [-3.68915, 4.80297, -2.53788], [-4.49536, 3.61375, -2.57146], [-3.87512, 2.63297, -2.00014], [-3.60470, -1.55222, -2.72522], [-3.40616, -2.00807, -0.03186], [-2.24697, 0.76802, -3.09706], [-3.61476, 3.99785, 0.70192], [-3.51714, 3.82768, 3.40151], [-1.63753, 1.90366, 3.87965], [0.14370, 4.00160, -2.36267], [2.70881, 3.81608, -1.50794], [2.63664, 1.84189, 0.38803], [-1.66559, 5.01325, -1.56518], [-3.90930, 5.79476, -2.90637], [-5.48410, 3.49265, -2.98818], [5.22771, -2.68005, -2.31399], [4.79864, -1.36046, -2.37414], [3.69533, -0.95717, -1.64039], [3.03027, -1.88667, -0.84175], [3.45771, -3.21806, -0.78104], [4.55873, -3.60785, -1.52294], [1.66318, -1.38994, 0.18071], [0.31651, -2.61299, 0.17796], [-0.17195, -3.04987, -1.06667], [-1.22747, -3.93799, -1.11727], [-1.85570, -4.35851, 0.05724], [-1.41851, -3.89749, 1.28645], [-0.31738, -3.04228, 1.35521], [2.03848, -1.13569, 1.93057], [3.19128, -1.55745, 2.57787], [3.31607, -1.32232, 3.94248], [2.29860, -0.69384, 4.65292], [1.14512, -0.27327, 4.00613], [0.99644, -0.45847, 2.62679], [6.08814, -2.99037, -2.89139], [5.32239, -0.64847, -2.99704], [3.35262, 0.06923, -1.69533], [2.93465, -3.94015, -0.16508], [4.89801, -4.63400, -1.48489], [0.31577, -2.73259, -1.98182], [-1.56601, -4.31909, -2.07213], [-2.67630, -5.06236, 0.00124], [-1.88568, -4.23989, 2.20037], [0.09429, -2.78013, 2.32161], [3.97848, -2.06078, 2.02991], [4.21193, -1.64233, 4.45829], [2.40822, -0.53433, 5.71734], [0.36840, 0.21055, 4.58619]], "forces_ev_per_a": [[0.278, 0.091, -0.607], [-0.038, 0.049, -0.024], [0.131, -0.108, -0.018], [0.218, 0.170, 0.182], [-0.343, 0.122, -0.106], [0.135, -0.079, 0.027], [-0.271, 0.335, -0.166], [0.086, -0.062, 0.031], [-0.015, -0.004, 0.003], [-0.011, -0.023, 0.024], [0.027, -0.001, -0.019], [0.103, -0.167, -0.061], [-0.026, -0.066, 0.229], [-0.053, -0.027, 0.003], [0.061, -0.020, -0.010], [-0.077, 0.058, -0.027], [0.028, -0.332, -0.009], [-0.047, 0.193, -0.052], [0.509, -0.133, 0.175], [-0.505, 0.068, -0.156], [0.232, 0.182, -0.018], [-0.176, -0.196, 0.037], [-0.008, 0.003, 0.007], [-0.003, -0.001, -0.003], [-0.019, -0.012, -0.006], [0.010, 0.003, -0.005], [0.001, -0.006, 0.002], [-0.005, 0.008, 0.008], [0.017, 0.021, 0.003], [-0.004, -0.003, -0.005], [0.010, 0.004, -0.005], [0.013, -0.051, 0.022], [-0.039, -0.024, -0.022], [0.000, -0.039, 0.000], [-0.018, 0.000, 0.009], [0.014, 0.005, -0.015], [-0.034, 0.049, -0.003], [0.017, -0.151, 0.057], [-0.001, 0.047, -0.004], [0.020, -0.007, -0.016], [-0.125, 0.097, -0.080], [-0.066, 0.060, 0.065], [0.037, -0.022, 0.012], [0.000, -0.013, -0.012], [-0.014, -0.018, -0.010], [0.050, -0.031, -0.017], [-0.024, 0.117, -0.027], [-0.111, 0.062, 0.085], [-0.001, 0.005, 0.005], [0.036, -0.015, -0.020], [-0.038, 0.025, -0.002], [0.062, 0.034, -0.022], [-0.006, -0.144, 0.500], [0.002, -0.001, 0.002], [0.000, -0.002, 0.000], [0.000, -0.004, 0.004], [0.004, -0.002, -0.002], [-0.002, 0.001, 0.000], [-0.003, 0.000, -0.004], [0.012, 0.008, -0.004], [-0.001, 0.005, 0.022], [-0.008, -0.011, -0.007], [-0.025, -0.037, 0.031], [0.005, -0.001, 0.006], [-0.004, 0.002, 0.003], [0.007, -0.001, -0.001], [-0.001, -0.008, 0.007]], "lowdin_charge": [1.76, 0.01, -0.08, -0.08, -0.03, -0.04, -0.64, 0.01, -0.01, 0.01, -0.06, -0.10, 0.02, -0.02, 0.01, -0.09, -0.10, 0.07, 0.02, 0.17, -0.03, 0.18, 0.13, 0.13, 0.14, 0.13, 0.13, 0.13, 0.13, 0.13, 0.13, 0.16, 0.15, 0.15, -0.02, -0.04, -0.08, -0.38, -0.07, -0.04, 1.01, -0.42, -0.08, -0.05, -0.04, -0.04, -0.10, -0.42, -0.04, -0.01, -0.03, -0.08, -0.35, 0.13, 0.12, 0.09, 0.12, 0.13, 0.12, 0.13, 0.13, 0.13, 0.10, 0.12, 0.13, 0.13, 0.10], "gap_ev": [7.17, 4.00], "s2": 0.76, "charge": 3, "spin_multiplicity": 2, "e_homo_ev": [-16.39, -16.39]}

=====

Number 2 is which compound? C30H26BN8PZr